The following is a DFT calculation (the ωB97M-V functional and the def2-TZVPD basis) of a structure of composition C42H56BrGeKN4O3 in a non-equilibrium geometry.

```
108
Properties=species:S:1:pos:R:3:forces:R:3:mulliken_charge:R:1
K 0.51258 1.00845 -0.47254 1.181 -0.362 -0.226 0.933
C 4.58565 1.59198 -0.24851 -0.123 0.119 -0.007 -0.365
O 3.69576 0.50610 -0.13268 -0.049 -0.325 -0.058 -0.118
C 4.21139 -0.77824 -0.20047 -0.008 0.164 0.052 0.952
C 5.58946 -1.07179 -0.26613 -0.163 -0.017 0.028 -1.162
C 5.92577 -2.43073 -0.20698 0.051 0.063 -0.023 0.147
Br 7.80114 -2.85932 -0.23041 0.027 -0.007 0.002 -0.324
C 5.02937 -3.45274 -0.14977 0.050 -0.078 0.008 -1.709
C 3.62731 -3.16371 -0.16894 0.191 0.143 0.025 0.716
C 3.27121 -1.78216 -0.12689 0.079 0.064 0.002 0.396
O 1.98144 -1.37157 0.07499 -0.226 0.313 -0.032 -0.253
C 2.69426 -4.21340 -0.19676 0.046 0.079 -0.038 0.235
N 2.95011 -5.49291 0.13230 0.115 0.065 0.003 -0.959
C 1.77810 -6.15597 -0.04763 -0.187 -0.135 -0.068 -0.105
C 1.46829 -7.50313 0.13980 0.053 -0.059 0.020 -0.827
C 0.17801 -7.93875 -0.14412 -0.078 -0.024 -0.007 -0.382
C -0.80211 -7.06572 -0.60817 0.000 -0.037 0.004 -0.954
C -0.51873 -5.70911 -0.79540 -0.105 -0.045 0.011 0.345
C 0.75818 -5.28558 -0.50419 -0.008 -0.111 0.017 0.231
N 1.34687 -4.04023 -0.56787 -0.032 0.068 0.081 0.253
H 5.27384 1.62933 0.60202 0.041 0.031 0.019 0.423
H 3.94990 2.48873 -0.26887 0.206 -0.206 0.009 -0.516
H 5.16677 1.53153 -1.17307 0.031 0.024 -0.043 0.423
H 6.34640 -0.31275 -0.31582 0.082 0.132 -0.022 0.474
H 5.33974 -4.48665 -0.12184 0.016 0.006 0.006 0.491
H 1.38543 -2.11467 0.23451 -0.106 0.030 0.074 0.067
H 2.22946 -8.18902 0.48860 0.034 -0.035 0.019 0.413
H -0.06997 -8.98440 -0.00393 -0.016 -0.057 0.007 0.336
H -1.79521 -7.43714 -0.82633 -0.051 -0.031 -0.013 0.385
H -1.26699 -5.01233 -1.15250 0.044 -0.033 0.015 0.431
H 1.00327 -3.31955 -1.19401 0.061 -0.102 -0.023 -0.220
O -1.37232 2.50516 -0.19059 -1.250 1.200 0.963 -0.779
C -1.82565 3.21532 0.69698 0.253 -0.538 -0.583 -0.121
C -1.03674 3.61481 1.92227 -0.057 -0.114 -0.091 -0.086
C -0.90885 5.15423 1.91124 -0.058 -0.008 0.090 -1.141
C -0.85882 5.76711 0.50135 0.007 0.052 0.003 0.761
C -2.22282 6.06262 -0.14055 -0.063 0.048 -0.022 -1.110
C -3.02542 4.82577 -0.54833 -0.078 0.071 -0.168 -0.626
N -3.06386 3.86377 0.55698 0.224 -0.198 0.113 -0.006
H -0.05532 3.15427 1.83927 0.042 -0.010 0.001 0.037
H -1.51706 3.24981 2.83503 -0.033 0.025 -0.011 0.297
H 0.00815 5.41531 2.44113 0.013 -0.015 -0.009 0.426
H -1.73402 5.61147 2.47404 0.049 -0.032 0.000 0.442
H -0.25371 5.11638 -0.14087 0.032 -0.030 -0.019 -0.442
H -0.31123 6.71084 0.56111 -0.021 -0.016 0.017 0.427
H -2.07780 6.69395 -1.02154 0.011 0.010 -0.024 0.361
H -2.82095 6.65423 0.56723 -0.005 -0.011 -0.022 0.321
H -2.56415 4.31273 -1.39144 0.010 0.044 -0.014 0.317
H -4.04600 5.08986 -0.83806 0.056 0.016 0.012 0.387
H -3.30990 4.34593 1.41506 0.061 -0.053 -0.030 0.369
C 0.75890 -2.21168 -4.55451 0.010 0.011 -0.053 -1.699
C -0.32573 -2.40992 -3.52748 0.041 -0.040 -0.045 1.114
C -1.41075 -3.24859 -3.80026 0.046 -0.028 -0.052 -1.079
C -2.38644 -3.42027 -2.82829 -0.130 0.006 0.002 0.842
C -3.55408 -4.34064 -3.08752 -0.004 -0.004 -0.025 -1.929
C -2.29976 -2.77937 -1.60362 -0.050 0.101 -0.014 -0.495
C -1.21540 -1.91108 -1.26669 0.015 0.068 -0.054 0.023
C -0.23733 -1.77146 -2.31256 -0.138 0.102 0.063 -0.838
N -0.98297 -1.23430 -0.14039 -0.065 -0.016 0.020 0.586
C -1.89859 -1.22908 0.97612 0.027 -0.002 0.009 0.988
C -2.07344 -2.59778 1.66513 0.011 -0.002 -0.005 -1.218
C -2.95748 -2.47821 2.90979 -0.015 -0.035 0.017 0.443
C -4.32786 -1.92068 2.51338 -0.021 -0.001 0.031 -1.483
C -4.16286 -0.53254 1.88825 -0.037 0.009 0.001 0.378
C -3.49893 0.40427 2.89763 -0.069 0.047 0.060 -1.110
C -2.12718 -0.15178 3.27792 0.071 -0.018 0.067 0.738
C -2.30454 -1.53094 3.91760 0.016 0.002 0.051 -1.859
C -1.26199 -0.29201 2.02632 -0.087 -0.070 -0.025 -0.666
C -3.28361 -0.63520 0.64090 0.003 0.006 -0.029 -1.240
H 0.58611 -2.83722 -5.43129 0.002 -0.006 -0.010 0.367
H 1.73736 -2.46515 -4.14418 0.033 -0.006 0.013 0.317
H 0.80508 -1.17122 -4.88453 -0.002 0.008 -0.001 0.301
H -1.47493 -3.77622 -4.74432 0.002 -0.018 -0.042 0.167
H -3.47186 -4.81409 -4.06723 0.002 0.003 0.004 0.384
H -4.50177 -3.79709 -3.05152 -0.004 0.009 0.007 0.337
H -3.60343 -5.13151 -2.33549 0.009 -0.023 0.020 0.307
H -3.08507 -2.97159 -0.88829 -0.052 -0.012 0.032 0.700
H 0.60810 -1.11794 -2.11822 0.066 -0.118 -0.025 0.054
H -1.08061 -2.97271 1.93231 0.025 -0.009 0.002 0.364
H -2.50184 -3.32593 0.97693 -0.007 -0.038 -0.010 0.420
H -3.08173 -3.46694 3.36602 -0.004 0.021 -0.008 0.263
H -4.97854 -1.86169 3.39438 -0.013 0.000 0.014 0.517
H -4.80827 -2.59374 1.79745 -0.024 -0.032 -0.036 0.545
H -5.14674 -0.13318 1.61394 0.010 -0.013 0.001 0.323
H -4.12475 0.50771 3.79427 0.008 -0.003 -0.022 0.686
H -3.39631 1.40040 2.45366 0.009 0.033 -0.010 0.010
H -1.63911 0.52332 3.99135 -0.002 -0.005 -0.005 0.348
H -2.92299 -1.45143 4.82000 -0.009 -0.003 0.015 0.538
H -1.33149 -1.92838 4.21978 0.023 -0.002 0.011 0.554
H -0.27609 -0.68679 2.28201 0.082 -0.030 0.005 0.423
H -1.11207 0.68543 1.56136 -0.073 0.025 0.054 -0.965
H -3.13165 0.35418 0.19828 0.017 0.028 -0.010 -0.032
H -3.78246 -1.24237 -0.11296 -0.044 -0.027 -0.045 0.727
C 4.49648 5.30528 -1.44327 -0.044 0.008 0.035 -1.347
Ge 2.74265 5.48128 -0.54056 -0.053 -0.138 0.066 0.491
C 1.72648 6.63717 -1.79456 0.079 -0.011 -0.019 -1.126
C 3.11808 6.68542 1.00402 -0.036 0.031 -0.036 -1.408
C 1.88486 3.79600 -0.22283 -0.163 -0.009 0.000 -0.957
H 4.86591 6.28166 -1.75626 0.057 0.105 -0.039 0.388
H 4.39256 4.67206 -2.32141 -0.009 -0.075 -0.105 0.356
H 5.23467 4.84892 -0.78634 0.068 -0.044 0.080 0.358
H 2.15887 7.63867 -1.81022 0.026 0.094 -0.034 0.351
H 0.67709 6.71644 -1.52073 -0.070 0.023 0.019 0.250
H 1.77765 6.22441 -2.80102 0.007 -0.049 -0.096 0.412
H 3.76957 7.50956 0.70870 0.051 0.087 -0.011 0.402
H 3.60309 6.12991 1.80512 0.056 -0.056 0.068 0.365
H 2.19398 7.10966 1.40070 -0.073 0.017 0.030 0.389
H 1.97292 3.58086 0.86457 0.077 0.021 0.016 0.330
```
Positions in Å, forces in eV/Å.

Computed properties:
2S+1 = 1
E_HOMO (alpha / beta) = 0.03441 / -0.05973 Ha
Orbital gap (alpha / beta) = 2.652 / 5.211 eV
E = -199449.032 eV
Maximum force = 1.98 eV/A
Total charge = -2